Formula: C5H6BiO3
Source: the OMol25 dataset
Level of theory: ωB97M-V with the def2-TZVPD basis set

Atoms and positions in Å:
Bi  -1.45774  3.14883  -2.81094
O  -1.37810  0.19220  -0.16862
O  -1.88579  2.01530  -1.23401
O  -0.37771  2.12263  0.42287
C  -0.94200  -0.40358  1.02819
C  0.58614  -0.54809  1.07356
C  -1.17225  1.53792  -0.30184
C  1.81406  -1.60826  -1.05048
C  1.21506  -1.11833  -0.03833
H  1.69394  -2.67393  -1.28695
H  2.55225  -1.01137  -1.60169
H  -1.41039  -1.39233  1.06632
H  -1.24480  0.18090  1.90505
H  1.02331  0.48860  0.97194
H  0.98402  -0.93049  2.02492

Results
Calculated total energy   -633.65265 a.u.
Gap between HOMO and LUMO (spin up / spin down)   6.448 / 7.524 eV
HOMO (spin up / spin down)   -0.6473 / -0.6797 hartree
2S+1   2
ΔE to the lowest compared entry with this formula, charge and spin   8.3 kJ/mol
Charge   +2

Let us look at the natural (NBO) charges, expressed in e, one per atom:
1 Bi 1.6761
2 O -0.4923
3 O -0.8508
4 O -0.6005
5 C -0.0563
6 C -0.6280
7 C 0.9768
8 C -0.4897
9 C 0.5609
10 H 0.3558
11 H 0.3414
12 H 0.2434
13 H 0.2442
14 H 0.3901
15 H 0.3289